DFT (ωB97M-V/def2-TZVPD) results for a single C7H11NO2 molecule.

- structure (SMILES) = CO/N=C/C=C\C=C(/C)O
- molecular weight (g mol⁻¹) = 141.17
- LUMO level (eV) = 0.584
- energy relative to the best compared isomer or geometry (same formula, charge and spin) (kcal/mol) = 120.5
- highest occupied orbital energy (eV) = -8.25
- DFT total energy (hartree) = -478.4048

Positions of all 21 atoms, in Å:
C -2.7558 -1.5822 1.0162
O -2.6607 -0.5824 0.0532
N -1.5163 0.1517 0.2280
C -1.5985 1.4058 -0.2245
C -0.4053 2.2921 0.0364
C 0.8681 1.9632 0.3647
C 1.4252 0.6576 0.7491
C 2.2478 -0.1988 0.0627
C 2.9330 -0.1154 -1.3089
O 2.6545 -1.3320 0.7703
H -2.4334 -1.1126 1.9434
H -2.0569 -2.4132 0.7499
H -3.7059 -1.9945 1.0450
H -2.4342 2.0494 -0.4600
H -0.6018 3.3014 -0.1448
H 1.5509 2.8206 0.4418
H 1.3471 0.4811 1.8309
H 2.9793 0.8806 -1.6755
H 2.4538 -0.7908 -2.0342
H 4.0003 -0.3766 -1.1710
H 3.3313 -1.8306 0.1739

Atomic forces in eV per Å
C 3.33 -0.39 0.25
O -1.14 1.21 -1.31
N -0.24 3.07 -1.36
C 2.14 -1.84 2.83
C 0.80 -2.60 -0.26
C -0.70 0.64 -0.57
C 1.61 -1.06 -0.68
C -0.28 0.79 0.99
C -0.41 -0.57 1.09
O 1.59 -0.90 -1.95
H -0.28 -0.55 0.46
H -0.27 0.48 0.39
H -2.01 -0.29 0.01
H -0.88 -0.99 -0.59
H -0.27 1.52 -0.23
H -0.18 -0.25 0.02
H -0.29 -0.48 -0.48
H -0.43 0.89 -0.46
H 0.27 0.25 0.17
H -0.50 -0.23 -0.04
H -1.86 1.30 1.73